(1)
The following is a quantum chemistry calculation of C18H15F6N2O11P2Ti as an isolated structure at a distorted geometry, from the OMol25 dataset.

The value obtained for the lowest unoccupied orbital energy (spin up / spin down) is 4.62 / 4.62 eV. The total charge is -2. Its spin multiplicity is 2. Its molar mass is 659.12 g mol⁻¹. The electronic energy is -3764.12881 Eh. The value obtained for the largest force on an atom is 1.26 eV/A. The calculation puts the energy relative to the best compared isomer or geometry (same formula, charge and spin) at 2.01 kcal/mol. The frontier orbital gap (spin up / spin down) is 6.064 / 7.572 eV.

Each line ends with the Mulliken charge.
Element x y z (Å)
Ti: 0.78429 -0.57949 -0.27549  0.0319
O: -1.98711 4.17755 0.10972  -0.6967
C: -2.35559 3.68987 -1.08526  0.3696
C: -3.18849 4.47200 -1.89096  -0.6954
C: -3.58374 4.01806 -3.13537  -0.2624
C: -3.16934 2.78021 -3.61462  -0.9720
C: -2.34811 1.99968 -2.81635  -0.2641
C: -1.93706 2.43415 -1.56151  0.1803
C: -1.03873 1.54808 -0.75973  0.9358
O: -0.66012 0.45780 -1.26779  -0.6203
N: -0.62839 1.99663 0.40759  -1.3051
N: 0.28813 1.09391 0.93830  0.9703
C: 0.73921 1.40272 2.09243  -0.1182
C: 1.73563 0.64031 2.80884  0.4184
C: 2.12559 1.07942 4.08136  -0.8751
C: 3.09146 0.43019 4.81877  -0.6942
C: 3.71086 -0.70273 4.27655  -0.3683
C: 3.35956 -1.16245 3.02897  -0.6923
C: 2.36214 -0.50921 2.27448  0.5375
O: 2.04495 -0.96522 1.10371  0.0542
H: -1.35825 3.50743 0.50720  0.5978
H: -3.49961 5.43645 -1.50979  0.3999
H: -4.22433 4.64571 -3.74569  0.3421
H: -3.47528 2.42844 -4.59031  0.4060
H: -1.99940 1.02872 -3.14702  0.5238
H: 0.35405 2.31092 2.55728  0.1639
H: 1.64295 1.96296 4.48872  0.3378
H: 3.36492 0.79509 5.80071  0.3657
H: 4.47287 -1.22558 4.84390  0.3675
H: 3.81833 -2.03637 2.58719  0.4141
O: 1.52320 2.28890 -3.11147  -0.6200
P: 2.29617 0.93190 -2.77275  0.3995
O: 3.63912 0.94598 -3.39971  -0.8443
O: 2.20181 0.58501 -1.30877  0.0514
O: 1.35435 -0.16701 -3.51377  -0.1975
P: 1.48636 -1.75851 -3.21907  0.5065
O: 3.06806 -1.96259 -3.32393  -0.5123
O: 0.76145 -2.56777 -4.20810  -0.8030
O: 1.05909 -1.92513 -1.75101  0.0218
H: 0.59252 2.24991 -2.85462  0.3454
H: 3.57415 -1.12831 -3.34692  0.3625
C: -1.61138 -3.62237 -0.28258  -1.8579
C: -1.24238 -2.80241 0.96594  1.0931
O: -0.71181 -1.61675 0.63859  -0.3806
C: -0.23857 -3.62365 1.81158  0.5746
F: 0.87136 -3.85612 1.09807  -0.2432
F: 0.14120 -3.00597 2.94253  -0.2730
F: -0.71062 -4.84587 2.19060  -0.3231
C: -2.52692 -2.53791 1.78587  0.4986
F: -2.31173 -1.80854 2.89212  -0.2419
F: -3.43414 -1.87017 1.05559  -0.2584
F: -3.14988 -3.68003 2.19729  -0.3070
H: -0.71814 -3.70237 -0.90018  0.3493
H: -2.35114 -3.05688 -0.84609  0.4068
H: -2.00349 -4.61859 -0.06505  0.4000

***

(2)
The following is a quantum chemistry calculation of a 3-piece molecular cluster, C18H15N3O6 overall at a distorted geometry, from the OMol25 dataset.

The value obtained for the lowest unoccupied orbital energy is -0.74 eV. As for the SMILES: O=[N+]([O-])c1ccccc1.O=[N+]([O-])c1ccccc1.O=[N+]([O-])c1ccccc1. Its molar mass is 369.33 g mol⁻¹. The electronic energy is -1310.28970 Eh. The value obtained for the largest force on an atom is 3.35 eV/A. The calculation puts the energy relative to the best compared isomer or geometry (same formula, charge and spin) at 34.22 kcal/mol. The frontier orbital gap is 9.246 eV.

Each line ends with the Mulliken charge.
Element x y z (Å)
C: 2.77918 0.24260 -1.43095  -0.5175
C: 1.50363 0.86079 -1.32115  -0.4867
C: 1.38397 2.05081 -0.56483  -0.2094
C: 2.45500 2.47047 0.13700  0.2031
C: 3.72237 1.90099 0.00131  -0.4327
C: 3.84581 0.73499 -0.74724  -0.4970
N: 2.30050 3.72656 0.93287  0.9772
O: 3.20073 3.99726 1.72847  -0.5965
O: 1.32307 4.42278 0.83970  -0.5815
H: 2.85807 -0.67907 -1.98835  0.5420
H: 0.61361 0.46649 -1.78888  0.4442
H: 0.41710 2.52952 -0.61375  0.3713
H: 4.56963 2.21758 0.59150  0.4003
H: 4.80349 0.23574 -0.74237  0.3707
C: -2.45045 3.93881 1.21243  -0.3585
C: -3.11538 3.02803 2.00977  -0.5237
C: -3.59688 1.90839 1.44158  -0.1085
C: -3.49942 1.72779 0.06403  0.0609
C: -2.76169 2.65111 -0.77721  -0.4672
C: -2.23755 3.75462 -0.12095  -0.4069
N: -3.96465 0.42088 -0.43955  0.9707
O: -4.74275 -0.20072 0.29085  -0.5776
O: -3.56252 -0.02382 -1.48557  -0.5860
H: -2.01780 4.81097 1.67995  0.3608
H: -3.22588 3.22940 3.06506  0.3906
H: -4.17257 1.31911 2.13996  0.3942
H: -2.51305 2.57578 -1.82549  0.4508
H: -1.52664 4.40312 -0.61130  0.4082
C: 2.14102 -3.44156 -0.91079  -0.5843
C: 0.90595 -2.98902 -1.18986  0.0446
C: -0.31516 -3.44638 -0.63258  -0.6634
C: -0.23473 -4.46623 0.23701  0.2228
C: 1.02960 -4.83915 0.76251  -0.4381
C: 2.25472 -4.34575 0.16811  -0.4120
N: -1.42127 -5.19914 0.73464  0.8961
O: -1.24906 -6.21039 1.44899  -0.5572
O: -2.47515 -4.95014 0.14997  -0.5379
H: 3.06408 -3.10817 -1.36159  0.3821
H: 0.87648 -2.12628 -1.83886  0.3789
H: -1.24711 -3.10043 -1.05468  0.5092
H: 1.08749 -5.64556 1.47858  0.4035
H: 3.19419 -4.85277 0.33166  0.3603

***

(3)
The following is a quantum chemistry calculation of C18H16BrN2OPd as an isolated structure at a distorted geometry, from the OMol25 dataset.

The value obtained for the lowest unoccupied orbital energy (spin up / spin down) is -4.41 / -4.24 eV. The total charge is +1. Its molar mass is 462.66 g mol⁻¹. The electronic energy is -3581.93969 Eh. The value obtained for the largest force on an atom is 1.69 eV/A. The calculation puts the energy relative to the best compared isomer or geometry (same formula, charge and spin) at 0.00 kcal/mol. The frontier orbital gap (spin up / spin down) is 6.672 / 6.863 eV.

Each line ends with the Mulliken charge.
Element x y z (Å)
Pd: 0.02059 0.41013 0.14951  -0.0925
C: 4.30181 -1.25897 0.60793  -1.3248
C: 3.05454 -0.46399 0.88422  0.5983
O: 2.13151 -0.43030 0.06489  -0.4914
N: 3.03036 0.16074 2.07886  -0.0276
C: 1.98848 1.06133 2.55231  -0.4016
C: 0.80590 0.34874 3.16902  0.8244
C: 0.61620 0.31116 4.54128  -0.7281
C: -0.47063 -0.37931 5.05508  -0.3463
C: -1.33405 -1.01564 4.18013  -0.6342
C: -1.08641 -0.92125 2.82188  -0.2490
N: -0.04456 -0.25054 2.32527  0.0238
H: 4.36664 -1.47983 -0.45276  0.3731
H: 4.26154 -2.20122 1.15739  0.3116
H: 5.19063 -0.71571 0.92541  0.3902
H: 3.81827 0.01364 2.68673  0.2666
H: 1.63525 1.65534 1.70792  -0.4334
H: 2.43578 1.73207 3.28130  0.5731
H: 1.30880 0.82486 5.19485  0.3854
H: -0.63706 -0.41810 6.12322  0.4159
H: -2.18690 -1.57078 4.54400  0.4062
H: -1.74278 -1.39646 2.10438  0.3567
Br: -2.44949 0.31770 -0.51726  -0.1153
C: -2.63253 2.22503 -0.25968  0.5096
C: -3.87683 2.77006 -0.19843  -0.5723
C: -3.99602 4.17037 -0.09636  -0.5604
C: -2.88273 4.96104 -0.10714  -0.9247
C: -1.58734 4.39970 -0.19697  0.8402
C: -0.42210 5.19612 -0.27931  -0.8293
C: 0.81244 4.62764 -0.41519  -0.6855
C: 0.95401 3.22326 -0.41145  -0.4288
C: -0.14645 2.43025 -0.28600  -0.3483
C: -1.44732 2.98322 -0.23397  1.3676
H: -4.75893 2.14613 -0.24746  0.4161
H: -4.98322 4.60689 -0.03481  0.4007
H: -2.97582 6.03877 -0.06212  0.3993
H: -0.52557 6.27363 -0.24656  0.3942
H: 1.69414 5.24505 -0.52202  0.4244
H: 1.94406 2.79022 -0.50338  0.5159

***

(4)
The following is a quantum chemistry calculation of C18H16ClN4O9RuS as an isolated structure, from the OMol25 dataset.

The value obtained for the lowest unoccupied orbital energy (spin up / spin down) is 3.49 / 3.49 eV. The total charge is -2. Its spin multiplicity is 2. Its molar mass is 600.93 g mol⁻¹. The electronic energy is -2544.85052 Eh. The value obtained for the largest force on an atom is 0.39 eV/A. The calculation puts the energy relative to the best compared isomer or geometry (same formula, charge and spin) at 0.00 kcal/mol. The frontier orbital gap (spin up / spin down) is 5.125 / 4.832 eV.

Each line ends with the Mulliken charge.
Element x y z (Å)
Ru: 0.02541 0.46099 0.85014  0.0889
Cl: 1.04602 7.51214 0.51743  -0.3092
C: 1.23118 5.75963 0.51842  0.1423
C: 2.35598 5.18756 1.08492  -0.5773
C: 2.48046 3.80992 1.09753  -0.3741
C: 1.50463 2.96278 0.53434  0.1512
O: 1.69045 1.66828 0.55526  -0.2766
C: 0.37499 3.58493 -0.07921  -0.6734
C: -1.25866 1.89972 0.22320  -0.1251
O: -1.85225 0.81656 -0.17813  -0.7250
C: 0.24651 4.96689 -0.04282  -0.2179
H: 3.11748 5.81538 1.53113  0.4121
H: 3.33801 3.34024 1.56368  0.3614
H: -1.65511 2.45591 1.07794  0.6766
H: -0.63817 5.41221 -0.47928  0.4787
C: 0.13199 3.63327 -2.88760  -2.0407
C: -0.47128 2.44154 -2.13627  2.1754
C: -1.84726 2.16337 -2.75583  -2.0122
C: 0.44379 1.23015 -2.36023  -1.7324
N: -0.65788 2.82438 -0.71576  0.5374
H: 0.23629 3.36551 -3.94184  0.5318
H: 1.11677 3.90007 -2.50339  0.3582
H: -0.51550 4.51051 -2.81392  0.3956
H: -1.75136 2.11531 -3.84520  0.4616
H: -2.53466 2.97479 -2.50264  0.3872
H: -2.26189 1.23037 -2.38368  0.3903
H: 0.51723 1.02328 -3.43418  0.5206
H: 0.04870 0.33895 -1.87656  0.3659
H: 1.44374 1.42031 -1.96785  0.2204
O: 1.10673 -3.59716 -0.56590  -0.7605
C: 1.32625 -2.44346 -0.17600  0.2070
O: 0.56099 -1.45068 -0.27572  -0.5553
C: 2.71815 -2.23828 0.46244  0.2000
C: 3.60845 -3.30224 0.35971  -0.5542
C: 4.88482 -3.18892 0.87560  -0.0622
C: 5.32542 -2.04234 1.50843  -0.5224
C: 4.41829 -1.01078 1.61512  -0.0823
C: 3.12639 -1.07438 1.10670  -0.1925
N: 4.86996 0.21154 2.30330  1.0182
O: 6.07380 0.34751 2.47330  -0.6551
O: 4.03442 0.99894 2.66451  -0.5349
N: 5.81762 -4.31757 0.75393  1.0483
O: 6.94581 -4.17696 1.19340  -0.6538
O: 5.43126 -5.32570 0.19854  -0.6348
H: 3.26473 -4.20206 -0.12863  0.5967
H: 6.32412 -1.95259 1.90164  0.5704
H: 2.47955 -0.20737 1.19097  0.6884
O: -0.12889 2.02168 5.00357  -0.6227
S: 0.52128 1.68039 3.71562  0.3086
N: -0.37496 1.18567 2.62467  -0.3986

***

(5)
The following is a quantum chemistry calculation of C18H16F3N5O5S4Sr as an isolated structure at a distorted geometry, from the OMol25 dataset.

The value obtained for the lowest unoccupied orbital energy is 4.10 eV. The total charge is -2. Its molar mass is 655.24 g mol⁻¹. The electronic energy is -3268.80592 Eh. The value obtained for the largest force on an atom is 6.20 eV/A. The calculation puts the energy relative to the best compared isomer or geometry (same formula, charge and spin) at 12.59 kcal/mol. The frontier orbital gap is 4.448 eV.

Each line ends with the Mulliken charge.
Element x y z (Å)
Sr: -0.33314 0.67615 -0.37685  1.2674
S: -1.36584 4.61305 3.14658  -0.4923
C: -1.04423 3.55214 1.84808  -0.0736
S: 0.49129 3.54085 1.05053  -0.4511
S: -2.24030 2.40791 1.32090  -0.4721
N: 2.38465 0.92614 0.67081  -0.1962
C: 2.93884 -0.20122 1.40263  -0.7375
C: 2.27050 -1.49315 0.94290  -0.2806
N: 0.82436 -1.38826 1.13133  -0.1019
H: 2.68466 0.93187 -0.29672  0.1344
H: 2.55735 1.83290 1.08378  0.1908
H: 2.70493 -0.04844 2.46030  0.2408
H: 4.02987 -0.31072 1.31438  0.3759
H: 2.71712 -2.34695 1.46865  0.4132
H: 2.48021 -1.63625 -0.11954  0.0077
H: 0.54509 -1.64780 2.06758  0.2063
H: 0.31804 -1.98377 0.48387  0.1176
N: 1.53610 3.36674 7.12105  -0.5946
C: 0.94689 2.75668 6.34367  0.0207
C: 0.22390 1.92475 5.41461  0.2233
C: -0.87040 1.19161 5.84848  -0.3075
C: -1.51795 0.37425 4.94176  -0.8918
C: -1.02515 0.30769 3.64653  -0.1689
N: 0.03248 0.99640 3.22826  0.2376
C: 0.62670 1.81539 4.08262  -0.2340
H: -1.20553 1.27373 6.87460  0.4449
H: -2.39243 -0.19519 5.22542  0.4300
H: -1.50981 -0.31351 2.89946  0.3261
H: 1.43524 2.42457 3.69166  0.4176
O: 0.08709 -2.41783 -1.59852  -0.6050
S: 0.95453 -1.64236 -2.46610  0.9376
O: 2.23512 -2.26113 -2.71300  -0.7666
N: 1.10178 -0.12431 -1.93963  -0.3752
C: 0.49178 0.77516 -2.77485  0.3432
O: 0.29065 1.94555 -2.47357  -0.6500
C: 0.05912 0.13800 -4.07134  0.1300
C: -0.48814 0.75198 -5.17735  -0.5591
C: -0.88763 -0.05451 -6.23831  -0.4873
C: -0.75605 -1.43963 -6.17316  -0.4768
C: -0.21498 -2.05476 -5.04861  -0.6768
C: 0.19489 -1.23549 -4.01886  0.1977
H: -0.61605 1.82644 -5.18941  0.5198
H: -1.32436 0.39604 -7.12114  0.3692
H: -1.09326 -2.04881 -7.00291  0.3657
H: -0.13466 -3.13154 -4.97679  0.4700
F: -4.18878 -2.04028 -1.61465  -0.2837
C: -2.87097 -2.33477 -1.60426  0.6879
F: -2.71173 -3.38868 -0.79775  -0.2699
F: -2.55398 -2.72313 -2.84806  -0.2010
C: -2.08410 -1.07738 -1.13415  0.8203
O: -1.84188 -0.23012 -2.02583  -0.7654
O: -1.89179 -0.97603 0.09090  -0.7765

***

(6)
The following is a quantum chemistry calculation of C18H16MnN10O7 as an isolated structure, from the OMol25 dataset.

The value obtained for the lowest unoccupied orbital energy (spin up / spin down) is 4.01 / 4.01 eV. The total charge is -2. Its spin multiplicity is 2. Its molar mass is 539.33 g mol⁻¹. The electronic energy is -2920.92326 Eh. The value obtained for the largest force on an atom is 0.50 eV/A. The calculation puts the energy relative to the best compared isomer or geometry (same formula, charge and spin) at 0.00 kcal/mol. The frontier orbital gap (spin up / spin down) is 5.909 / 5.274 eV.

Each line ends with the Mulliken charge.
Element x y z (Å)
Mn: 1.32723 0.69890 -0.54399  0.6126
O: 1.88566 -1.19082 -4.08368  -0.8496
C: 1.60895 -0.51063 -3.09104  0.3496
O: 2.13619 -0.52815 -1.94301  -0.5610
C: 0.48959 0.51969 -3.23273  0.4147
C: -0.23178 0.67087 -4.40663  -0.7078
C: -1.26123 1.59443 -4.44553  -0.2020
C: -1.53941 2.33322 -3.30289  -0.7989
C: -0.77331 2.12634 -2.16866  -0.3000
N: 0.22548 1.24221 -2.13942  0.4038
H: 0.04309 0.04814 -5.24659  0.4856
H: -1.84544 1.73528 -5.34792  0.3834
H: -2.34241 3.05839 -3.27937  0.4193
H: -0.96015 2.65733 -1.24417  0.3761
N: 2.47537 3.30231 1.29820  -0.0665
C: 3.16910 3.02616 0.12482  0.4698
N: 4.25772 3.68821 -0.23041  -0.6319
N: 4.61390 3.11363 -1.40094  -0.7912
N: 3.79129 2.16997 -1.71036  -0.6256
N: 2.84412 2.07844 -0.74896  0.8914
C: 1.12570 3.01279 1.42471  0.3763
N: 0.30597 3.70557 2.20012  -0.6898
N: -0.88718 3.09618 2.03239  -0.8003
N: -0.77897 2.10762 1.21203  -0.4746
N: 0.50824 2.01560 0.80021  0.8519
H: 2.73691 4.17987 1.71637  0.3264
C: 4.11468 -1.08789 2.39652  -1.4549
C: 3.50767 0.09199 1.65769  -0.1730
O: 2.36433 -0.30624 0.93042  -0.1641
H: 5.01219 -0.77829 2.93873  0.4227
H: 4.38305 -1.87521 1.69036  0.3194
H: 3.40306 -1.50088 3.11564  0.3191
H: 4.21219 0.49236 0.92919  0.2935
H: 3.25779 0.89844 2.35510  0.2822
H: 1.65383 -0.72786 1.48452  0.3529
O: 0.18592 -1.35142 1.86892  -1.0071
C: -0.51437 -1.22802 0.83922  0.5273
O: -0.23908 -0.60289 -0.21323  -0.5845
C: -1.89952 -1.85449 0.87432  -0.0077
C: -2.77646 -1.66621 -0.18498  -0.5677
C: -4.05597 -2.22786 -0.18574  -1.0768
C: -4.39802 -2.97877 0.91107  0.9915
O: -5.59753 -3.61854 1.17441  -0.5216
C: -5.36054 -4.37696 2.35252  -0.1947
O: -4.15234 -3.93190 2.94216  -0.5078
C: -3.53017 -3.16510 1.96623  1.0507
C: -2.27573 -2.61523 1.98667  -0.9829
H: -2.43346 -1.06405 -1.01543  0.5002
H: -4.74615 -2.07895 -1.00550  0.3972
H: -5.27210 -5.43945 2.08881  0.2346
H: -6.18442 -4.22191 3.05178  0.2057
H: -1.58350 -2.73623 2.80805  0.4841